(1)
DFT (wB97M-V/def2-TZVPD) results for a 2-piece molecular cluster, C4H5FO2 overall at a distorted geometry.

Output
Max |F| (eV/Å): 2.80
Kohn-Sham gap (Ha): 0.44949
Energy (eV): -11041.036
Energy above the lowest of the compared OMol25 structures with the same formula, charge and spin (kJ/mol): 43.40

```
12
C4H5FO2 (wB97M-V/def2-TZVPD)
C -2.616 1.335 -0.788
C -0.087 0.591 0.827
C 1.199 -0.489 -0.885
C 0.477 -0.704 0.462
O -3.121 0.857 0.096
O 0.321 1.709 0.682
F -1.096 0.317 1.713
H 0.440 -0.550 -1.712
H 1.953 -1.208 -1.065
H 1.560 0.527 -1.031
H 1.328 -0.910 1.208
H -0.357 -1.476 0.493
```

---

(2)
DFT (wB97M-V/def2-TZVPD) results for an isolated ion of composition C10H14N5 and charge +1 at a distorted geometry.

Output
Max |F| (eV/Å): 4.13
Total charge: +1
Kohn-Sham gap (Ha): 0.33008
SMILES string: CC1=C(c2ccccc2)C(N)=N[N@@H+](N)N1
Energy (eV): -18037.180
Energy above the lowest of the compared OMol25 structures with the same formula, charge and spin (kJ/mol): 421.94

```
29
C10H14N5 (wB97M-V/def2-TZVPD)
C 3.850 -0.023 0.245
C 3.060 0.615 1.173
C 3.325 -0.989 -0.667
C 1.717 0.341 1.067
C 1.985 -0.898 -1.009
C 1.193 -0.158 -0.120
C -0.273 -0.062 -0.186
C -1.078 0.990 -0.481
C -1.058 -1.364 -0.032
C -0.475 2.256 -0.902
N -2.392 -1.431 0.002
N -2.392 0.789 -0.606
N -0.396 -2.552 0.119
N -3.394 0.335 1.391
N -3.068 -0.240 0.081
H 4.975 0.067 0.304
H 3.627 1.148 1.974
H 3.877 -1.634 -1.281
H 1.084 0.703 1.816
H 1.425 -1.306 -1.778
H -0.563 2.861 -0.109
H -1.016 2.805 -1.649
H 0.537 2.218 -1.294
H -2.993 1.539 -0.953
H 0.534 -2.683 -0.243
H -0.914 -3.405 0.006
H -4.366 0.559 1.513
H -2.972 -0.181 2.136
H -3.841 -0.302 -0.516
```

---

(3)
DFT (wB97M-V/def2-TZVPD) results for the molecule C4H7NO2 at a distorted geometry.

Output
Max |F| (eV/Å): 3.25
Kohn-Sham gap (Ha): 0.34290
Energy (eV): -9839.377
Energy above the lowest of the compared OMol25 structures with the same formula, charge and spin (kJ/mol): 762.48

```
14
C4H7NO2 (wB97M-V/def2-TZVPD)
C -0.887 0.893 0.365
C 0.277 -0.004 0.274
C -1.914 0.786 -0.719
C 2.438 -0.639 0.039
N 1.459 0.445 0.356
O -2.172 0.033 0.483
O -2.155 -1.309 0.337
H -0.840 1.766 1.010
H 0.056 -1.052 0.135
H -2.659 1.734 -0.822
H -1.598 0.148 -1.551
H 3.216 -0.411 -0.691
H 2.919 -0.835 1.041
H 1.862 -1.555 -0.258
```